(1)
The following is a DFT calculation (ωB97M-V/def2-TZVPD) of a structure of composition C25H45N3O6PPmS2Si in a non-equilibrium geometry.

Element x y z (Å)
Pm: 10.4932 12.8400 8.3027
C: 9.8007 12.4036 13.1475
C: 9.4824 13.1914 11.8579
C: 8.2597 12.6929 11.0881
C: 9.2267 14.6542 12.2269
O: 10.5958 13.0322 10.8535
Si: 12.2518 13.1464 11.2709
S: 13.1090 13.0717 9.2875
O: 12.4616 14.5759 12.0533
C: 13.4502 15.2264 12.8761
C: 13.4249 14.5911 14.2325
C: 14.7859 15.0996 12.1400
C: 13.0105 16.6718 12.9253
O: 12.7963 12.0313 12.3224
C: 13.5578 10.8016 12.3186
C: 14.8610 11.0493 11.5536
C: 13.8200 10.4757 13.7636
C: 12.7441 9.7178 11.7061
H: 9.0405 12.6121 13.9094
H: 10.8398 12.5094 13.4425
H: 9.8185 11.3171 12.9021
H: 7.4139 12.7257 11.8210
H: 8.3729 11.6922 10.6825
H: 8.0257 13.4397 10.2946
H: 8.3999 14.6361 12.9453
H: 8.9021 15.2458 11.3854
H: 10.1256 15.0954 12.7082
H: 13.4613 13.4913 14.1571
H: 12.4792 14.9314 14.6991
H: 14.2555 14.9888 14.8242
H: 15.2194 14.0899 12.1909
H: 15.5242 15.7425 12.5444
H: 14.7153 15.3461 11.0626
H: 12.0787 16.8091 13.4387
H: 12.9428 17.0641 11.9190
H: 13.7611 17.2895 13.4495
H: 15.3473 11.9439 11.8583
H: 14.6656 11.1603 10.4893
H: 15.4992 10.1921 11.7469
H: 14.4570 11.2460 14.2335
H: 14.3962 9.5558 13.7504
H: 12.8912 10.2676 14.2700
H: 12.5244 9.8507 10.6503
H: 11.7641 9.5896 12.2040
H: 13.2774 8.7584 11.7142
S: 11.2945 14.3571 5.8477
C: 10.7455 15.5967 6.8294
C: 10.3944 16.8765 6.1999
C: 9.9747 17.9083 7.0065
C: 9.9844 17.7635 8.4156
C: 10.3799 16.5513 8.9697
N: 10.5666 15.4796 8.1677
H: 10.5388 17.0203 5.1189
H: 9.5615 18.8468 6.5599
H: 9.7895 18.5782 9.0561
H: 10.5415 16.4749 10.0584
C: 7.9865 7.3013 9.0985
N: 8.9349 8.2842 8.5190
C: 9.5885 7.9808 7.3335
C: 10.4112 8.8898 6.7754
C: 10.3852 10.2684 7.3392
O: 10.9811 11.2535 6.7951
N: 9.7239 10.4830 8.5093
C: 9.1446 9.4742 9.2415
O: 8.8112 9.6211 10.4370
H: 6.9513 7.5467 8.8208
H: 8.0493 7.3234 10.1913
H: 8.2249 6.2968 8.7463
H: 9.3080 7.0202 6.9127
H: 11.0559 8.6840 5.9321
C: 5.6409 12.4360 8.2008
P: 6.8564 13.3082 7.1530
C: 6.9605 12.5099 5.5026
C: 6.1720 14.9390 6.9483
O: 8.2321 13.3621 7.7786
H: 4.6987 12.1675 7.6900
H: 5.3925 13.0633 9.0439
H: 6.0827 11.5395 8.6552
H: 6.0228 12.4711 4.9527
H: 7.2597 11.4780 5.6359
H: 7.7031 13.0254 4.8915
H: 5.0937 14.8661 6.9295
H: 6.5208 15.4645 6.0857
H: 6.5296 15.5396 7.8084

## Properties
- Spin multiplicity: 5
- ⟨S²⟩: 6.00
- Gap between HOMO and LUMO (spin up / spin down): 7.0 / 7.0 eV

Mulliken atomic charge list, values in e, 4 entries:
1 Pm -0.10
2 C -1.13
3 C 1.73
4 C -1.35

(2)
The following is a DFT calculation (ωB97M-V/def2-TZVPD) of a structure of composition C25H46BNP2Rh in a non-equilibrium geometry.

Element x y z (Å)
Rh: -2.3771 -0.4623 -0.5920
C: -0.3565 -1.5696 2.0373
C: -1.0577 -0.3657 2.2354
C: -2.4243 -1.8544 0.9771
C: -1.0972 -2.4304 1.2314
C: -2.3522 -0.4441 1.5952
C: 0.9722 -1.9273 2.6168
H: 1.3832 -1.0949 3.1924
H: 1.7030 -2.1939 1.8343
H: 0.8863 -2.8091 3.2796
C: -0.6633 -3.8163 0.9686
H: -0.5986 -4.3520 1.9365
H: 0.3537 -3.8455 0.5184
H: -1.3757 -4.3142 0.2931
C: -3.6390 -2.6913 1.1862
H: -3.7479 -2.8701 2.2630
H: -3.4815 -3.6606 0.6957
H: -4.5552 -2.2331 0.8047
C: -3.5211 0.1687 2.2967
H: -3.6252 -0.2605 3.3101
H: -4.4482 0.0219 1.7342
H: -3.3436 1.2332 2.4646
C: -0.5886 0.6904 3.1503
H: -0.7265 0.4122 4.2072
H: -1.1021 1.6390 2.9766
H: 0.4831 0.8723 3.0234
C: 3.2686 -0.6861 -0.1716
C: 3.7031 -0.3158 1.0518
C: 3.5484 1.0159 1.6966
C: 3.6411 2.2366 0.7213
C: 2.2870 2.7832 0.4776
C: 1.1783 2.0542 0.3073
C: 1.0855 0.5785 0.0049
C: 2.1516 -0.0334 -0.9408
H: 4.3576 1.1578 2.4165
H: 4.1917 2.0362 -0.2218
H: 2.6415 1.0285 2.3470
H: 2.5035 0.6883 -1.7001
H: 3.6699 -1.6007 -0.6384
H: 4.0483 -1.1197 1.7153
H: 1.6528 -0.8595 -1.4864
H: 1.0168 -0.0360 0.9200
H: 0.2161 2.5957 0.3244
H: 0.0668 0.4073 -0.4213
H: 4.2353 3.0473 1.1795
H: 2.2112 3.8715 0.4815
P: 0.0564 1.7751 -2.5317
P: -3.0950 1.0743 -1.7393
C: -1.3387 2.5992 -3.4357
C: -2.5419 1.6689 -3.4351
H: -1.0160 2.7962 -4.4728
H: -1.5475 3.5665 -2.9461
H: -3.4050 2.1977 -3.8700
H: -2.3627 0.7525 -4.0181
C: -4.7453 0.5564 -2.3021
H: -5.2513 0.1401 -1.4311
H: -4.5965 -0.2255 -3.0573
H: -5.3024 1.3883 -2.7398
C: -3.2842 2.6708 -0.8523
H: -3.7370 3.4331 -1.4961
H: -2.3166 3.0563 -0.5084
H: -3.9339 2.5041 0.0107
C: 0.7168 0.8205 -3.9701
H: 1.5693 0.2177 -3.6357
H: 1.0545 1.5128 -4.7522
H: -0.0601 0.1605 -4.3685
C: 1.1942 3.2338 -2.7695
H: 0.7211 4.1576 -2.4101
H: 1.4314 3.3433 -3.8353
H: 2.1345 3.0837 -2.2237
B: 4.9862 -4.6561 1.6690
C: 3.6684 -4.2677 0.9189
N: 2.6969 -3.9719 0.3420
H: 5.4903 -5.6032 1.0786
H: 4.6958 -4.9799 2.8092
H: 5.7433 -3.6971 1.6724

## Properties
- Spin multiplicity: 5
- ⟨S²⟩: 6.05
- Gap between HOMO and LUMO (spin up / spin down): 7.7 / 3.6 eV
- Net charge: +1

Mulliken atomic charge list, values in e, 4 entries:
1 Rh -0.46
2 C 1.21
3 C 0.93
4 C 0.45

(3)
The following is a DFT calculation (ωB97M-V/def2-TZVPD) of a structure of composition C25H46BNP2Rh in a non-equilibrium geometry.

Element x y z (Å)
Rh: 1.4026 -0.1434 1.1236
C: 3.1760 1.0915 3.0900
C: 2.7462 -0.2739 2.9843
C: 3.6146 0.4205 0.9313
C: 3.7223 1.4948 1.8644
C: 3.1902 -0.7782 1.6697
C: 3.0523 1.9542 4.2875
H: 2.4605 1.4564 5.0626
H: 2.5687 2.9143 4.0387
H: 4.0408 2.1834 4.7153
C: 4.3669 2.8034 1.5959
H: 4.8333 3.2011 2.5051
H: 3.6301 3.5397 1.2506
H: 5.1461 2.7128 0.8307
C: 4.1758 0.4031 -0.4422
H: 5.2738 0.3370 -0.4423
H: 3.8996 1.3210 -0.9801
H: 3.7787 -0.4519 -1.0002
C: 3.6979 -2.1514 1.3962
H: 4.7947 -2.1787 1.4989
H: 3.4353 -2.4381 0.3769
H: 3.2677 -2.8613 2.1046
C: 2.2901 -1.1524 4.0912
H: 3.1523 -1.5982 4.6091
H: 1.6705 -1.9714 3.6983
H: 1.7184 -0.5916 4.8429
C: -0.0570 1.5711 0.9008
C: -0.0977 1.2085 2.2459
C: -1.0822 0.2592 2.8603
C: -1.4242 -0.9930 2.0104
C: -0.2911 -1.5387 1.1775
C: 0.0265 -1.1541 -0.1469
C: -0.7127 -0.1055 -0.9308
C: -1.0801 1.1624 -0.1418
H: -2.0183 0.7708 3.1404
H: -2.3126 -0.7882 1.4000
H: -0.6398 -0.0971 3.8036
H: -2.0846 1.0630 0.3009
H: 0.5298 2.4744 0.6535
H: 0.4431 1.8509 2.9545
H: -1.1491 1.9844 -0.8697
H: -0.0861 0.2008 -1.7811
H: 0.5480 -1.9081 -0.7499
H: -1.6194 -0.5584 -1.3856
H: -1.7116 -1.7937 2.7087
H: 0.0379 -2.5440 1.4730
P: -3.3643 -0.8804 -2.5568
P: -2.1646 -2.6845 -4.6128
C: -4.5950 -1.5513 -3.7825
C: -3.8628 -2.0097 -5.0432
H: -5.3242 -0.7601 -4.0024
H: -5.1263 -2.3808 -3.2890
H: -4.4308 -2.7787 -5.5832
H: -3.6875 -1.1657 -5.7280
C: -1.6932 -3.0822 -6.3478
H: -0.7374 -3.6204 -6.3344
H: -1.5664 -2.1453 -6.9023
H: -2.4605 -3.7000 -6.8356
C: -2.7113 -4.3909 -4.1442
H: -3.4878 -4.7629 -4.8275
H: -3.0879 -4.3911 -3.1151
H: -1.8348 -5.0501 -4.1935
C: -3.5292 0.9216 -2.8512
H: -2.9580 1.4779 -2.0937
H: -4.5890 1.2014 -2.7997
H: -3.1236 1.1653 -3.8415
C: -4.2960 -1.0653 -0.9990
H: -4.4215 -2.1384 -0.8026
H: -5.2754 -0.5795 -1.0973
H: -3.7376 -0.6114 -0.1677
B: 1.2485 6.0625 3.2030
C: 1.3942 5.1935 1.9166
N: 1.4705 4.5504 0.9392
H: 1.1199 7.2308 2.8570
H: 2.2510 5.9389 3.8930
H: 0.2568 5.6988 3.8156

## Properties
- Spin multiplicity: 5
- ⟨S²⟩: 6.02
- Gap between HOMO and LUMO (spin up / spin down): 6.8 / 2.5 eV
- Net charge: +1

Mulliken atomic charge list, values in e, 4 entries:
1 Rh -0.02
2 C 0.53
3 C 1.39
4 C 1.13

(4)
The following is a DFT calculation (ωB97M-V/def2-TZVPD) of a structure of composition C25H46CeCl2N3O6Si in a non-equilibrium geometry.

Element x y z (Å)
C: -4.6432 -4.5805 -4.6174
C: -4.2743 -6.0309 -4.5854
H: -4.7431 -4.2189 -5.6482
H: -3.8902 -3.9645 -4.1071
H: -5.6096 -4.4183 -4.1107
C: -4.5279 -6.8848 -5.5897
C: -5.1600 -6.5319 -6.8934
H: -4.2924 -7.9427 -5.4699
H: -4.8049 -5.5872 -7.3321
H: -6.2570 -6.4706 -6.8228
H: -4.9304 -7.3264 -7.6156
Ce: -0.4645 -0.4113 -0.3972
Cl: -2.7158 -1.6407 -0.9885
C: -0.2943 -3.1481 1.5877
O: 0.2822 -2.3101 0.8284
N: 0.2624 -4.3335 1.8475
C: 1.5104 -4.7620 1.2149
C: -0.5120 -5.3575 2.5374
H: -1.2753 -2.9450 2.0438
H: 2.1832 -3.9173 1.0460
H: 1.3157 -5.2961 0.2709
H: 1.9745 -5.4836 1.8929
H: -1.3384 -4.8550 3.0669
H: 0.1536 -5.8789 3.2391
H: -0.9030 -6.0891 1.8076
H: 4.0634 0.9032 2.8695
H: 3.0574 3.0552 3.9908
C: 3.8381 1.3970 1.9133
C: 2.7934 3.4010 2.9812
N: 2.6645 2.2628 2.0676
H: 3.6407 0.6548 1.1341
C: 1.5202 2.0276 1.4157
O: 1.3366 1.0794 0.6062
H: 1.8341 3.9334 3.0052
H: 0.6991 2.7398 1.6397
H: 4.7096 2.0125 1.6522
H: 3.5901 4.0772 2.6374
H: -0.6678 1.5093 -5.1447
H: -0.7328 -1.4206 -4.0855
C: 0.4106 1.2783 -5.1859
C: 0.1384 -1.1890 -4.7267
N: 0.7219 0.1096 -4.3620
H: 0.9760 2.1402 -4.8053
C: 1.1829 0.3007 -3.1251
O: 1.0394 -0.5397 -2.1857
H: 0.9009 -1.9743 -4.6213
H: 1.6541 1.2849 -2.9516
H: 0.7037 1.0722 -6.2208
H: -0.1734 -1.1272 -5.7755
O: -2.2711 -5.7347 -3.3774
C: -3.5031 -6.4556 -3.3461
C: -2.4149 -8.6948 -3.9971
C: -3.3386 -7.9774 -3.2252
H: -1.7219 -8.1579 -4.6507
C: -2.4260 -10.0982 -3.9767
H: -4.0614 -6.0780 -2.4762
C: -4.2708 -8.6680 -2.4378
H: -1.7215 -10.6506 -4.6059
C: -3.3526 -10.7852 -3.1814
C: -4.2736 -10.0637 -2.4083
H: -5.0209 -8.0996 -1.8879
H: -3.3637 -11.8836 -3.1778
H: -5.0126 -10.6009 -1.8063
Si: -0.8757 -5.6110 -2.4753
Cl: -1.6499 1.3716 -1.9956
C: 0.4966 -6.2093 -3.5916
C: -0.9877 -6.6150 -0.8943
C: -0.6373 -3.8312 -2.0713
H: 0.3517 -7.2542 -3.8984
H: 1.4706 -6.1308 -3.0883
H: 0.5256 -5.5864 -4.4985
H: -0.7811 -3.2129 -2.9639
H: 0.3384 -3.5952 -1.6224
H: -1.4279 -3.5561 -1.3556
H: -1.2657 -7.6595 -1.0924
H: -1.7257 -6.1899 -0.1973
H: -0.0036 -6.6211 -0.4014
C: -2.2248 2.1421 2.5090
C: -1.6030 0.7830 2.6488
O: -1.2936 0.2861 3.7311
O: -1.4253 0.1698 1.4769
H: -1.7207 2.8296 3.1789
H: -3.2788 2.1004 2.8019
H: -2.1685 2.5094 1.4800

## Properties
- Spin multiplicity: 2
- ⟨S²⟩: 0.75
- Gap between HOMO and LUMO (spin up / spin down): 7.7 / 8.4 eV

Mulliken atomic charge list, values in e, 4 entries:
1 C -1.38
2 C 0.21
3 H 0.38
4 H 0.22

(5)
The following is a DFT calculation (ωB97M-V/def2-TZVPD) of a structure of composition C25H46Cl2LaN2O6P2 in a non-equilibrium geometry.

Element x y z (Å)
La: 1.0224 -0.9056 -0.0731
Cl: 1.9883 0.3211 -2.2417
P: -0.4974 -3.3463 -0.1185
C: 0.8829 -4.0763 -1.1432
C: -0.8073 -4.4067 1.3210
C: -2.0101 -3.3579 -1.1622
C: 2.2731 -3.4081 -0.9812
H: 0.5133 -3.8539 -2.1584
C: 0.9662 -5.5925 -0.9722
H: 1.2203 -5.8893 0.0545
H: 1.7610 -5.9579 -1.6358
H: 0.0308 -6.0880 -1.2557
H: 2.3770 -2.4621 -1.5661
H: 3.0186 -4.0750 -1.4305
H: 2.5982 -3.2487 0.0682
H: -1.6214 -2.8588 -2.0642
C: -3.1350 -2.4603 -0.6064
C: -2.4699 -4.7632 -1.5549
H: -1.7548 -5.2299 -2.2468
H: -3.4318 -4.6833 -2.0806
H: -2.6056 -5.4429 -0.7014
H: -2.7385 -1.5316 -0.1665
H: -3.7616 -2.9672 0.1387
H: -3.7746 -2.1746 -1.4549
C: 0.3853 -4.3060 2.2839
H: -0.9109 -5.4274 0.9157
C: -2.0763 -3.9479 2.0481
H: 1.3697 -4.4713 1.8236
H: 0.2482 -5.0449 3.0840
H: 0.4176 -3.3097 2.7553
H: -2.0446 -2.8595 2.2144
H: -2.1212 -4.4315 3.0328
H: -3.0003 -4.1878 1.5100
Cl: -0.9304 0.1653 1.4062
H: -0.6327 -0.6435 -1.4959
P: 0.4896 3.6436 -0.2236
C: -0.4507 4.1277 -1.7123
C: -0.0027 4.4636 1.3449
C: 2.2876 3.7395 -0.5657
C: -1.6090 3.1394 -1.9472
H: 0.2681 3.9865 -2.5390
C: -0.8582 5.5987 -1.6706
H: -1.5381 5.8298 -0.8444
H: -1.3797 5.8512 -2.6008
H: 0.0112 6.2706 -1.6046
H: -1.2243 2.1056 -2.0357
H: -2.1015 3.4205 -2.8868
H: -2.3549 3.1686 -1.1437
H: 2.3457 3.3331 -1.5921
C: 3.1280 2.7882 0.3187
C: 2.7643 5.1943 -0.5727
H: 2.3599 5.7463 -1.4262
H: 3.8575 5.2356 -0.6538
H: 2.4934 5.7358 0.3430
H: 2.6777 2.5980 1.2992
H: 4.1404 3.1944 0.4657
H: 3.2191 1.8140 -0.1810
C: -1.4625 4.0880 1.6269
H: 0.1142 5.5566 1.2232
C: 0.8745 3.9801 2.5072
H: -2.1710 4.4493 0.8684
H: -1.7574 4.5106 2.5957
H: -1.5459 2.9946 1.6949
H: 0.7800 2.8877 2.6305
H: 0.5174 4.4432 3.4355
H: 1.9322 4.2444 2.3727
O: 3.4088 -2.3935 2.2680
C: 2.8840 -1.3187 2.5786
O: 2.3408 -0.4566 1.7459
C: 2.7288 -0.9199 4.0314
C: 1.7309 -0.0062 4.4165
C: 1.6010 0.4050 5.7590
C: 2.3472 -0.2156 6.7759
C: 3.3017 -1.1759 6.4095
C: 3.4979 -1.5259 5.0494
N: 4.1118 -1.8463 7.3928
O: 4.0067 -1.5248 8.5987
O: 4.8954 -2.7255 6.9657
N: 0.6528 1.4136 6.1285
O: 0.0488 2.0510 5.2361
O: 0.4695 1.6018 7.3543
H: 1.0207 0.3375 3.6749
H: 2.1520 0.0247 7.8219
H: 4.2315 -2.2959 4.8056

## Properties
- Gap between HOMO and LUMO: 4.8 eV
- Net charge: -1

Mulliken atomic charge list, values in e, 4 entries:
1 La 1.27
2 Cl -0.68
3 P 0.56
4 C 0.64

The calculation returns the following energy relative to the best compared isomer or geometry (same formula, charge and spin) values, one per record and in order: 9.4, 47.3, 0.0, 4.6, 5.8 kcal per mole.